(1)
62
Properties=species:S:1:pos:R:3:forces:R:3 method="wB97M-V/def2-TZVPD" lumo_ev=-2.4 relative_energy_ev=0.676 total_charge=+1 largest_force_ev_per_a=1.36 e_homo_ev=-10.4
Cd -0.005 -1.235 -0.161 -0.3 -0.6 0.8
C -1.693 -0.447 3.916 0.0 0.0 0.0
C -0.487 -1.113 3.330 0.1 0.0 0.0
C 0.425 -0.375 2.576 0.0 -0.1 0.2
C 1.529 -0.989 1.982 0.1 0.0 0.2
C 1.728 -2.361 2.148 0.1 -0.1 0.1
C 0.848 -3.085 2.938 0.1 0.0 0.1
C -0.243 -2.466 3.527 0.2 0.1 0.0
H -2.342 -0.086 3.118 -0.1 0.0 0.0
H -1.412 0.407 4.531 0.0 0.1 0.1
H -2.265 -1.139 4.527 -0.1 0.0 0.1
H 0.312 0.701 2.512 0.0 0.0 -0.1
H 2.297 -0.380 1.509 -0.1 -0.1 -0.1
H 2.600 -2.838 1.717 -0.1 0.0 0.0
H 1.018 -4.136 3.114 0.0 -0.1 0.0
H -0.913 -3.041 4.151 -0.1 -0.1 0.0
Cl 1.837 -2.274 -7.058 0.1 0.1 0.0
C 1.314 -2.451 -5.432 0.0 0.0 -0.1
C 1.821 -1.630 -4.427 -0.1 -0.2 -0.1
Cl 3.006 -0.445 -4.787 0.1 0.1 0.0
C 1.361 -1.773 -3.127 -0.4 -0.5 -0.2
Cl 2.011 -0.821 -1.846 0.8 0.3 -0.1
C 0.351 -2.689 -2.772 0.2 0.1 -0.6
O -0.143 -2.766 -1.582 0.0 -0.5 -0.3
C -0.100 -3.531 -3.813 0.2 0.2 0.1
Cl -1.276 -4.716 -3.421 -0.2 -0.3 0.0
C 0.368 -3.430 -5.111 0.2 0.2 0.0
Cl -0.213 -4.494 -6.326 0.0 0.1 0.0
N -0.367 0.836 -0.269 -0.2 0.8 -0.4
S 0.647 1.978 -0.766 -0.4 0.7 1.1
C 1.416 2.600 0.760 0.1 -0.1 -0.5
C 2.767 2.359 0.955 -0.1 0.0 -0.2
C 3.352 2.726 2.156 0.0 0.0 0.1
C 2.590 3.326 3.145 0.1 0.0 0.0
C 1.241 3.565 2.937 -0.2 0.0 -0.1
C 0.645 3.199 1.743 -0.1 0.0 0.0
C -0.409 3.407 -1.110 0.2 -0.3 -0.1
C 0.151 4.674 -1.096 0.1 0.0 -0.1
C -0.654 5.768 -1.365 0.1 0.0 0.0
C -1.998 5.590 -1.653 -0.1 -0.1 0.0
C -2.543 4.315 -1.677 0.0 0.1 0.0
C -1.745 3.212 -1.412 0.0 -0.2 0.0
H -1.044 1.199 0.397 0.1 0.1 0.0
H 3.356 1.904 0.173 0.1 -0.1 -0.1
H 4.402 2.549 2.317 0.2 0.0 0.0
H 3.048 3.616 4.078 0.1 0.0 0.1
H 0.646 4.043 3.700 0.0 0.0 0.1
H -0.408 3.389 1.576 -0.1 0.0 0.0
H 1.198 4.808 -0.867 0.1 0.1 0.0
H -0.231 6.760 -1.343 0.1 0.1 0.0
H -2.625 6.446 -1.852 0.0 0.1 0.0
H -3.589 4.171 -1.898 -0.1 0.0 0.0
H -2.162 2.213 -1.439 0.0 0.0 0.0
N -1.418 -5.095 -0.100 0.2 -0.2 0.2
C -1.707 -3.802 0.065 -0.5 -0.3 -0.2
O -1.100 -3.071 0.840 0.2 0.0 0.2
C -2.942 -3.354 -0.685 -0.1 0.3 -0.1
I -3.143 -1.236 -0.535 -0.4 -0.2 -0.2
H -0.575 -5.452 0.324 -0.1 0.1 0.0
H -1.824 -5.638 -0.847 0.0 0.2 0.1
H -3.833 -3.797 -0.243 0.0 0.0 0.0
H -2.875 -3.604 -1.743 0.0 0.1 0.2

=====

(2)
21
Properties=species:S:1:pos:R:3:forces:R:3 method="wB97M-V/def2-TZVPD" lumo_ev=0.9 smiles="C=CC(N)=C(C)C.O" relative_energy_ev=2.015 largest_force_ev_per_a=0.76 e_homo_ev=-8.8
C 0.818 -2.625 -1.642 0.1 0.4 0.5
C -0.149 -1.909 -1.081 0.0 -0.3 -0.5
C 0.020 -0.805 -0.103 0.1 -0.1 0.1
N -0.152 -1.137 1.290 -0.4 0.4 -0.3
C 0.203 0.460 -0.484 -0.2 0.5 0.3
C 0.084 1.609 0.491 0.3 -0.2 -0.7
C 0.440 0.881 -1.900 0.3 0.2 -0.6
H 0.615 -3.359 -2.407 0.0 -0.1 0.1
H 1.845 -2.455 -1.327 0.0 -0.1 -0.3
H -1.171 -2.122 -1.401 0.0 0.1 0.1
H -0.904 -1.804 1.385 0.1 -0.3 0.2
H 0.694 -1.490 1.713 0.0 -0.2 -0.1
H -0.639 2.321 0.088 -0.2 0.0 0.1
H 1.022 2.170 0.557 0.0 -0.1 0.2
H -0.224 1.237 1.453 0.0 0.1 0.3
H 0.937 0.117 -2.489 -0.1 -0.2 0.0
H -0.458 1.182 -2.453 -0.2 -0.2 0.3
H 1.088 1.761 -1.947 0.0 0.0 0.2
O -1.552 2.222 3.673 0.4 -0.2 0.1
H -1.833 1.946 2.794 0.0 0.0 0.0
H -0.686 1.800 3.792 -0.4 0.2 -0.1